Version a
The following is a DFT calculation (ωB97M-V with the def2-TZVPD basis set) of C3H7N3O in the gas phase.

HOMO energy	-8.8	eV
Kohn-Sham gap	9.82	eV

```
! RIJCOSX wB97M-V def2-TZVPD def2/J DEFGRID3
* xyz 0 1
H -0.896 -2.744 1.163
N -0.828 -1.896 0.635
C -0.059 -1.088 1.277
N 0.224 0.136 0.787
O 0.538 0.971 1.909
C 0.124 0.792 -0.502
C -0.225 -0.112 -1.581
N 0.328 2.091 -0.455
H 0.465 2.486 -1.352
H 0.340 -1.150 2.275
H 0.884 1.709 1.430
H 0.510 -0.913 -1.708
H -1.123 -0.818 -1.378
H -0.282 0.539 -2.501
*
```

Version b
The following is a DFT calculation (ωB97M-V with the def2-TZVPD basis set) of C3H7N3O in the gas phase.

HOMO energy	-7.2	eV
Kohn-Sham gap	7.69	eV

```
! RIJCOSX wB97M-V def2-TZVPD def2/J DEFGRID3
* xyz 0 1
H 3.289 0.392 0.183
N 2.435 0.668 -0.292
C 1.381 0.093 0.076
C 0.058 0.427 -0.298
N -0.192 1.730 -0.768
C -0.989 -0.460 -0.089
N -0.808 -1.738 0.340
O -2.248 0.070 -0.109
H 1.371 -1.108 0.569
H -0.951 2.199 -0.293
H 0.661 2.270 -0.807
H 0.358 -1.875 0.513
H -1.473 -2.023 1.052
H -2.892 -0.646 -0.078
*
```

Version c
The following is a DFT calculation (ωB97M-V with the def2-TZVPD basis set) of a molecular structure, C3H7N3O.

HOMO energy	-9.2	eV
Kohn-Sham gap	10.21	eV

```
! RIJCOSX wB97M-V def2-TZVPD def2/J DEFGRID3
* xyz 0 1
C 1.994 0.551 -0.134
N 0.826 0.422 0.744
C -0.094 -0.443 0.235
O 0.019 -0.952 -0.897
N -1.236 -1.009 0.893
C -1.909 -0.570 -0.353
N -1.761 0.701 -0.417
H 1.640 0.728 -1.156
H 2.561 -0.387 -0.140
H 2.632 1.384 0.177
H 1.015 0.244 1.718
H -1.699 -0.467 1.622
H -2.397 -1.326 -0.974
H -1.590 1.124 -1.317
*
```

Version d
The following is a DFT calculation (ωB97M-V with the def2-TZVPD basis set) of C3H7N3O in the gas phase.

HOMO energy (spin up / spin down)	-6.8 / -6.8	eV
Kohn-Sham gap (spin up / spin down)	7.40 / 7.40	eV

```
! RIJCOSX wB97M-V def2-TZVPD def2/J DEFGRID3
* xyz 0 1
C 1.420 -0.941 -0.674
N -0.494 1.310 0.351
N 0.794 1.504 0.687
N 1.025 -1.323 0.607
C -0.988 0.126 0.038
C -0.271 -1.098 0.024
O -2.360 0.067 -0.029
H -2.678 0.099 -0.940
H -1.130 2.089 0.176
H 0.910 2.503 0.834
H 1.283 -0.660 1.330
H 1.925 0.004 -0.829
H 1.436 -1.695 -1.446
H -0.873 -1.986 -0.131
*
```

Decreasing stability: version b, version a, version c, version d

Version a
The following is a DFT calculation (ωB97M-V with the def2-TZVPD basis set) of 3 unconnected molecules or ions with the total composition C3H7N3O.

HOMO energy (spin up / spin down)	-7.4 / -7.1	eV
Kohn-Sham gap (spin up / spin down)	7.84 / 7.84	eV

```
! RIJCOSX wB97M-V def2-TZVPD def2/J DEFGRID3
* xyz 0 1
C 0.340 -0.359 0.212
N 0.697 -0.973 -1.932
C -0.308 0.483 -0.635
C -1.109 0.077 2.538
O 1.842 -0.256 -2.370
N -0.445 0.830 1.790
N -0.762 1.438 -1.202
H 1.466 0.429 -2.940
H 1.112 -1.821 -1.538
H -1.244 2.162 -0.671
H -0.130 -1.295 0.488
H 1.381 -0.159 0.421
H -1.527 0.443 3.492
H -1.313 -0.998 2.347
*
```

Version b
The following is a DFT calculation (ωB97M-V with the def2-TZVPD basis set) of a molecular structure, C3H7N3O.

HOMO energy	-7.5	eV
Kohn-Sham gap	8.08	eV

```
! RIJCOSX wB97M-V def2-TZVPD def2/J DEFGRID3
* xyz 0 1
C -0.759 1.163 -1.667
C -0.778 0.113 -0.613
N -1.551 -0.793 -0.223
H 0.181 1.126 -2.225
H -1.609 1.013 -2.332
H -0.827 2.157 -1.216
N 1.646 0.462 0.315
C -0.270 -0.803 1.240
O 0.541 -1.833 1.638
N 0.281 0.110 0.384
H -0.013 -2.397 2.196
H 2.128 0.075 1.127
H 2.111 0.121 -0.521
H -1.082 -0.514 1.896
*
```

Decreasing stability: version b, version a